The following is a quantum chemistry calculation of a 2-piece molecular cluster, C5H14S overall at a distorted geometry, from the Open Molecules 2025 dataset.

Cartesian coordinates (Å):
1 S 1.25 -2.09 -0.06
2 C -1.02 2.49 0.02
3 C 1.76 -3.23 1.23
4 C -2.09 2.06 -0.97
5 C 2.65 -0.82 0.11
6 C -2.39 0.53 -0.80
7 H -1.44 2.41 1.01
8 H 3.24 -0.93 1.00
9 H -0.13 1.90 -0.15
10 H -1.66 0.13 -0.06
11 H 2.26 -4.04 0.72
12 H 2.37 -2.75 2.00
13 H 3.22 -1.11 -0.77
14 H 0.92 -3.67 1.78
15 H -0.78 3.55 -0.10
16 H -3.37 0.34 -0.40
17 H -2.14 0.08 -1.76
18 H -3.04 2.62 -0.82
19 H -1.97 2.33 -2.01
20 H 2.35 0.22 0.05

Properties
Frontier orbital gap: 9.51 eV
Energy above the lowest of the compared OMol25 structures with the same formula, charge and spin: 21.3 kcal per mole
SMILES string: CCC.CSC
HOMO energy: -8.45 eV

Table of Löwdin atomic charges, one value per atom, all in e: atom 1 (S): 0.70, atom 2 (C): -0.13, atom 3 (C): -0.46, atom 4 (C): -0.32, atom 5 (C): -0.36, atom 6 (C): -0.11, atom 7 (H): 0.07, atom 8 (H): 0.02, atom 9 (H): 0.06, atom 10 (H): 0.06, atom 11 (H): 0.02, atom 12 (H): 0.03, atom 13 (H): 0.01, atom 14 (H): 0.03, atom 15 (H): 0.06, atom 16 (H): 0.05, atom 17 (H): 0.06, atom 18 (H): 0.10, atom 19 (H): 0.08, atom 20 (H): 0.01